Record 1
ORCA calculation (ωB97M-V with the def2-TZVPD basis set) on a 2-piece molecular cluster, C3H5Cl overall in a non-equilibrium geometry.

Results
Relative energy (zero: lowest compared OMol25 entry of this formula, charge and spin)   85.8 kcal per mole
HOMO   -9.15 eV
Max |F|   6.59 eV Å⁻¹

Atoms and positions in Å:
C1 -0.379 -1.354 0.017
C2 0.633 -1.922 -0.645
C3 -0.091 0.941 0.104
Cl1 0.870 -3.615 -1.071
H1 -1.371 -1.415 0.279
H2 1.394 -1.253 -1.171
H3 -1.009 1.325 0.345
H4 0.659 0.717 0.892
H5 0.195 1.041 -0.851

Atomic partial charges in e from the Mulliken method, atoms 1 to 6: C -0.40; C -0.08; C -0.93; Cl -0.18; H 0.35; H 0.27



Record 2
ORCA calculation (ωB97M-V with the def2-TZVPD basis set) on C13H3Cl6MnNO5 as an isolated structure in a non-equilibrium geometry.

Results
Expectation value of S²   0.89
Spin multiplicity   2
HOMO (alpha / beta)   -9.47 / -9.20 eV
Max |F|   1.92 eV Å⁻¹

Atoms and positions in Å:
Mn1 -0.285 -1.257 -0.581
O1 -3.681 -1.065 1.472
C1 -2.557 -1.155 1.055
O2 -2.158 -1.059 -0.184
C2 -1.371 -1.389 1.986
C3 -1.376 -1.527 3.357
C4 -0.158 -1.699 4.005
C5 1.024 -1.702 3.271
C6 0.942 -1.556 1.903
N1 -0.234 -1.427 1.300
C7 2.084 -1.494 0.894
O3 3.236 -1.498 1.240
O4 1.619 -1.408 -0.323
H1 -2.320 -1.488 3.881
H2 -0.126 -1.827 5.078
H3 1.996 -1.808 3.731
Cl1 0.728 4.033 -5.067
C8 0.504 3.027 -3.702
C9 0.245 1.668 -3.880
Cl2 0.144 0.979 -5.444
C10 0.071 0.880 -2.761
Cl3 -0.245 -0.811 -2.838
C11 0.128 1.381 -1.448
O5 -0.061 0.593 -0.433
C12 0.393 2.755 -1.294
Cl4 0.474 3.383 0.294
C13 0.580 3.562 -2.408
Cl5 0.910 5.229 -2.199
Cl6 -0.507 -3.321 -0.905

Atomic partial charges in e from the Mulliken method, atoms 1 to 6: Mn -0.15; O -0.63; C 0.44; O -0.54; C 0.57; C -0.70



Record 3
ORCA calculation (ωB97M-V with the def2-TZVPD basis set) on C49H51BrF5N6OPbSSe as an isolated structure.

Results
Expectation value of S²   0.76
Relative energy (zero: lowest compared OMol25 entry of this formula, charge and spin)   0.0 kcal per mole
Spin multiplicity   2
HOMO (alpha / beta)   -0.23 / -1.17 eV
Max |F|   0.16 eV Å⁻¹
Charge   -2

Atoms and positions in Å:
Pb1 -0.086 -0.053 -0.314
C1 -3.784 2.368 2.139
C2 -2.335 2.018 2.460
C3 -1.721 3.085 3.372
C4 -2.147 0.659 3.101
C5 -3.083 0.183 4.013
C6 -2.893 -1.017 4.678
C7 -1.735 -1.744 4.443
C8 -0.772 -1.303 3.541
C9 0.490 -2.124 3.346
C10 0.209 -3.618 3.191
C11 1.466 -1.899 4.507
C12 -0.982 -0.093 2.841
N1 -0.057 0.367 1.887
C13 1.194 0.768 2.353
C14 2.248 0.843 1.521
N2 2.103 0.556 0.167
C15 3.297 0.403 -0.553
C16 4.137 -0.707 -0.305
C17 5.343 -0.833 -0.985
C18 5.730 0.097 -1.934
C19 4.893 1.168 -2.202
C20 3.688 1.349 -1.528
C21 2.868 2.572 -1.912
C22 1.700 2.218 -2.835
C23 2.399 3.450 -0.750
C24 3.723 -1.783 0.683
C25 3.964 -3.192 0.133
C26 4.438 -1.631 2.028
H1 -3.808 3.288 1.552
H2 -4.383 2.526 3.042
H3 -4.264 1.586 1.549
H4 -1.776 2.033 1.524
H5 -2.213 3.071 4.351
H6 -1.834 4.078 2.935
H7 -0.656 2.896 3.520
H8 -3.980 0.762 4.204
H9 -3.635 -1.381 5.380
H10 -1.580 -2.681 4.967
H11 0.955 -1.778 2.423
H12 -0.122 -4.069 4.133
H13 1.121 -4.137 2.885
H14 -0.548 -3.794 2.429
H15 1.014 -2.220 5.451
H16 1.743 -0.850 4.598
H17 2.381 -2.480 4.354
H18 1.286 1.061 3.394
H19 3.211 1.195 1.883
H20 5.985 -1.683 -0.779
H21 6.670 -0.012 -2.464
H22 5.185 1.902 -2.947
H23 3.556 3.188 -2.504
H24 0.931 1.652 -2.305
H25 2.035 1.628 -3.692
H26 1.219 3.131 -3.201
H27 1.561 3.006 -0.217
H28 2.084 4.421 -1.142
H29 3.205 3.618 -0.031
H30 2.651 -1.658 0.859
H31 5.030 -3.436 0.114
H32 3.582 -3.296 -0.885
H33 3.465 -3.933 0.761
H34 5.523 -1.698 1.891
H35 4.131 -2.425 2.715
H36 4.203 -0.672 2.491
N3 -1.457 2.389 -4.423
C27 -1.320 1.043 -4.447
N4 -1.788 0.250 -3.543
C28 -1.502 -1.071 -3.846
C29 -1.825 -2.163 -3.042
C30 -1.473 -3.436 -3.458
C31 -0.801 -3.635 -4.665
C32 -0.461 -2.559 -5.472
C33 -0.813 -1.286 -5.049
S1 -0.498 0.254 -5.806
H37 -1.570 2.798 -3.482
H38 -0.878 2.927 -5.045
H39 -2.314 -1.998 -2.090
H40 -1.696 -4.286 -2.825
H41 -0.521 -4.638 -4.961
H42 0.078 -2.708 -6.400
Br1 -6.558 1.191 -1.743
C34 -5.359 0.223 -0.638
C35 -5.838 -0.505 0.436
C36 -4.923 -1.193 1.214
C37 -3.577 -1.125 0.880
N5 -3.133 -0.423 -0.157
C38 -4.000 0.250 -0.909
H43 -6.897 -0.523 0.658
H44 -5.238 -1.762 2.079
H45 -2.818 -1.647 1.455
H46 -3.590 0.804 -1.748
F1 1.450 8.568 -1.356
C39 0.715 7.441 -1.317
C40 0.432 6.825 -0.113
F2 0.908 7.361 1.024
C41 -0.319 5.665 -0.085
F3 -0.526 5.115 1.116
C42 -0.838 5.066 -1.234
Se1 -1.823 3.456 -1.205
C43 -0.529 5.724 -2.424
F4 -0.955 5.231 -3.603
C44 0.226 6.880 -2.481
F5 0.493 7.470 -3.662
O1 -0.527 -2.305 0.454
N6 -0.588 -3.461 -0.247
C45 -1.712 -4.262 -0.135
C46 -1.703 -5.542 -0.603
C47 -0.552 -6.102 -1.204
C48 0.600 -5.271 -1.250
C49 0.568 -3.998 -0.774
H47 -2.561 -3.788 0.332
H48 -2.616 -6.119 -0.507
H49 -0.536 -7.120 -1.565
H50 1.531 -5.627 -1.676
H51 1.407 -3.321 -0.783

Atomic partial charges in e from the Mulliken method, atoms 1 to 6: Pb 1.16; C -1.70; C 1.84; C -1.75; C 1.18; C -0.61



Record 4
ORCA calculation (ωB97M-V with the def2-TZVPD basis set) on a 13-piece molecular cluster, C49H130N6O15 overall in a non-equilibrium geometry.

Results
Relative energy (zero: lowest compared OMol25 entry of this formula, charge and spin)   24.6 kcal per mole
HOMO   -8.81 eV
Max |F|   2.50 eV Å⁻¹

Atoms and positions in Å:
C1 5.349 9.831 -8.542
O1 4.498 8.982 -7.741
C2 3.800 7.969 -8.501
C3 3.119 6.986 -7.554
N1 1.751 7.379 -7.239
C4 0.993 6.225 -6.646
C5 1.533 5.936 -5.201
O2 0.819 4.799 -4.708
C6 -0.487 5.052 -4.276
H1 5.001 10.196 -9.508
H2 6.278 9.269 -8.633
H3 5.608 10.687 -7.919
H4 4.553 7.389 -9.034
H5 3.180 8.393 -9.291
H6 3.664 6.967 -6.610
H7 3.129 6.007 -8.034
H8 1.861 8.071 -6.512
H9 1.125 5.309 -7.222
H10 -0.079 6.416 -6.591
H11 1.550 6.817 -4.559
H12 2.576 5.622 -5.238
H13 -0.850 4.148 -3.789
H14 -1.215 5.326 -5.040
H15 -0.571 5.834 -3.521
C7 2.233 -3.908 0.938
O3 1.405 -2.817 1.339
C8 0.188 -3.231 1.841
C9 -0.814 -2.022 2.014
N2 -1.260 -1.453 0.763
C10 -2.154 -0.320 1.086
C11 -2.246 0.699 -0.068
O4 -0.966 1.099 -0.492
C12 -0.965 2.065 -1.504
H16 2.188 -4.719 1.666
H17 3.259 -3.542 0.901
H18 2.022 -4.170 -0.099
H19 0.354 -3.686 2.817
H20 -0.330 -3.926 1.180
H21 -0.425 -1.256 2.685
H22 -1.744 -2.345 2.480
H23 -0.593 -1.016 0.144
H24 -1.845 0.067 2.057
H25 -3.174 -0.668 1.249
H26 -2.753 1.628 0.195
H27 -2.767 0.334 -0.954
H28 -1.498 1.715 -2.389
H29 -0.009 2.080 -2.027
H30 -1.253 3.070 -1.196
C13 -0.859 -3.072 6.420
C14 -0.633 -1.565 6.241
C15 -1.954 -0.793 6.172
O5 -1.617 0.572 6.092
C16 -2.793 1.369 5.928
N3 0.148 -1.084 7.372
H31 -1.402 -3.521 5.588
H32 -1.380 -3.423 7.310
H33 0.111 -3.569 6.462
H34 -0.055 -1.373 5.337
H35 -2.506 -0.901 7.105
H36 -2.524 -1.078 5.288
H37 -3.546 1.169 6.690
H38 -3.324 1.169 4.998
H39 -2.557 2.433 5.974
H40 0.036 -0.083 7.306
H41 -0.347 -1.308 8.223
C17 -5.823 0.609 2.667
C18 -6.543 0.605 4.037
C19 -6.709 1.981 4.581
O6 -5.463 2.650 4.907
C20 -5.641 3.988 5.231
N4 -7.860 -0.004 3.890
H42 -4.841 1.070 2.775
H43 -6.371 1.243 1.970
H44 -5.734 -0.394 2.251
H45 -5.992 0.022 4.775
H46 -7.359 1.947 5.455
H47 -7.193 2.625 3.846
H48 -6.312 4.010 6.090
H49 -5.969 4.665 4.442
H50 -4.666 4.355 5.549
H51 -7.781 -0.943 3.527
H52 -8.321 0.513 3.154
C21 5.959 0.496 -2.578
C22 4.650 0.965 -3.224
C23 3.373 0.828 -2.315
O7 3.080 -0.593 -2.083
C24 2.098 -0.735 -1.112
N5 4.890 2.378 -3.533
H53 6.823 0.499 -3.243
H54 5.812 -0.513 -2.192
H55 6.218 1.121 -1.723
H56 4.407 0.542 -4.198
H57 2.586 1.419 -2.783
H58 3.560 1.228 -1.318
H59 2.435 -0.916 -0.092
H60 1.566 -1.681 -1.208
H61 1.331 0.040 -1.132
H62 4.205 2.617 -4.235
H63 4.600 2.937 -2.743
C25 2.430 -7.287 -1.142
C26 3.779 -7.987 -0.773
C27 4.604 -7.357 0.410
O8 4.903 -5.986 0.320
C28 5.920 -5.740 -0.667
N6 3.536 -9.375 -0.531
H64 2.601 -6.238 -1.385
H65 1.627 -7.263 -0.405
H66 1.965 -7.772 -2.000
H67 4.418 -8.047 -1.655
H68 5.445 -8.032 0.563
H69 4.057 -7.400 1.352
H70 5.684 -6.011 -1.696
H71 6.862 -6.229 -0.416
H72 6.219 -4.694 -0.725
H73 2.859 -9.488 0.209
H74 3.011 -9.785 -1.291
C29 -1.336 -3.978 -1.855
C30 -2.709 -3.523 -1.407
C31 -3.878 -4.382 -1.989
O9 -2.855 -3.613 -0.036
H75 -0.549 -3.390 -1.383
H76 -1.256 -3.914 -2.940
H77 -1.274 -5.045 -1.638
H78 -2.954 -2.491 -1.661
H79 -4.864 -3.945 -1.828
H80 -3.778 -5.412 -1.646
H81 -3.785 -4.455 -3.072
H82 -2.279 -2.902 0.253
C32 -5.362 3.295 -1.140
C33 -4.353 4.224 -1.632
C34 -3.865 4.002 -3.104
O10 -4.859 5.543 -1.557
H83 -5.731 3.551 -0.147
H84 -4.907 2.318 -0.979
H85 -6.174 3.176 -1.858
H86 -3.484 4.178 -0.975
H87 -3.236 4.856 -3.355
H88 -4.728 4.041 -3.769
H89 -3.390 3.044 -3.312
H90 -5.483 5.720 -2.264
C35 5.868 -1.054 0.782
C36 5.988 -1.832 2.104
C37 6.366 -3.315 2.011
O11 7.085 -1.213 2.837
H91 5.090 -1.505 0.167
H92 6.798 -1.217 0.237
H93 5.646 0.013 0.767
H94 4.976 -1.772 2.504
H95 7.227 -3.564 1.390
H96 5.544 -3.783 1.469
H97 6.534 -3.716 3.010
H98 6.962 -0.261 2.807
C38 2.466 2.469 1.349
C39 1.369 1.547 1.857
C40 1.376 1.357 3.414
O12 0.118 2.182 1.589
H99 2.296 3.439 1.815
H100 2.467 2.637 0.272
H101 3.404 1.968 1.589
H102 1.306 0.550 1.421
H103 2.289 0.906 3.804
H104 0.565 0.775 3.852
H105 1.432 2.331 3.899
H106 -0.299 1.787 0.820
C41 -3.019 3.928 2.444
C42 -1.834 4.884 2.695
C43 -1.295 4.630 4.088
O13 -0.955 4.813 1.592
H107 -3.763 3.995 3.238
H108 -2.696 2.896 2.577
H109 -3.485 4.140 1.481
H110 -2.334 5.853 2.710
H111 -0.588 3.803 4.023
H112 -2.091 4.433 4.805
H113 -0.753 5.519 4.410
H114 -0.567 3.935 1.601
C44 -2.223 1.133 -5.683
C45 -2.692 -0.293 -5.300
C46 -3.327 -0.481 -3.900
O14 -3.511 -0.722 -6.348
H115 -3.031 1.841 -5.501
H116 -1.965 1.170 -6.742
H117 -1.378 1.465 -5.081
H118 -1.891 -1.029 -5.246
H119 -2.706 -0.007 -3.140
H120 -3.603 -1.517 -3.699
H121 -4.322 -0.042 -3.966
H122 -4.452 -0.696 -6.160
C47 -0.338 -8.922 2.990
C48 0.832 -8.254 3.589
C49 0.974 -6.713 3.403
O15 0.770 -8.596 4.975
H123 -0.344 -8.888 1.900
H124 -1.309 -8.550 3.317
H125 -0.288 -9.995 3.175
H126 1.723 -8.760 3.219
H127 0.332 -6.299 4.180
H128 0.737 -6.360 2.399
H129 2.020 -6.453 3.570
H130 -0.183 -8.604 5.087

Atomic partial charges in e from the Mulliken method, atoms 1 to 6: C -0.74; O -0.32; C -0.70; C -0.39; N -0.42; C -0.50



Record 5
ORCA calculation (ωB97M-V with the def2-TZVPD basis set) on C23H41As2Cl2N3O9PRbS2 as an isolated structure in a non-equilibrium geometry.

Results
Relative energy (zero: lowest compared OMol25 entry of this formula, charge and spin)   13.5 kcal per mole
HOMO   -8.14 eV
Max |F|   1.45 eV Å⁻¹

Atoms and positions in Å:
Rb1 0.506 0.068 1.728
C1 2.203 3.015 -5.280
O1 2.434 3.583 -3.982
C2 1.541 4.498 -3.581
O2 0.608 4.861 -4.251
C3 1.870 4.942 -2.185
C4 1.948 6.232 -1.884
As1 2.788 6.858 -0.232
C5 1.526 8.286 0.232
C6 2.008 5.490 0.946
C7 1.821 4.205 0.645
As2 2.478 3.431 -1.052
C8 0.949 2.286 -1.547
C9 1.200 3.358 1.719
O3 0.219 2.660 1.611
O4 1.816 3.552 2.887
C10 1.131 3.096 4.068
C11 1.597 6.069 2.278
O5 0.445 6.270 2.557
O6 2.571 6.494 3.096
C12 3.926 6.070 2.867
C13 1.749 7.373 -2.855
O7 2.694 7.992 -3.258
O8 0.503 7.753 -3.172
C14 -0.632 7.158 -2.519
H1 2.805 2.112 -5.316
H2 2.526 3.716 -6.048
H3 1.149 2.788 -5.418
H4 1.584 9.051 -0.543
H5 1.829 8.729 1.179
H6 0.515 7.904 0.327
H7 0.306 2.812 -2.253
H8 0.356 2.042 -0.677
H9 1.325 1.371 -1.998
H10 1.719 3.482 4.895
H11 1.097 2.008 4.122
H12 0.128 3.518 4.088
H13 4.437 6.209 3.815
H14 4.399 6.686 2.103
H15 3.962 5.021 2.583
H16 -1.481 7.752 -2.844
H17 -0.535 7.229 -1.440
H18 -0.752 6.126 -2.831
C15 1.743 -5.123 1.365
C16 1.206 -3.709 1.570
P1 0.851 -2.719 0.056
C17 2.502 -2.716 -0.776
C18 2.671 -1.548 -1.751
C19 -0.096 -3.913 -0.973
C20 -0.585 -3.303 -2.287
H19 2.030 -5.569 2.319
H20 2.624 -5.133 0.722
H21 0.992 -5.774 0.916
H22 1.921 -3.117 2.151
H23 0.280 -3.726 2.150
H24 2.659 -3.672 -1.284
H25 3.255 -2.647 0.013
H26 1.880 -1.533 -2.504
H27 3.624 -1.612 -2.278
H28 2.645 -0.596 -1.218
H29 -0.944 -4.240 -0.363
H30 0.516 -4.796 -1.174
H31 -1.031 -2.316 -2.134
H32 -1.329 -3.939 -2.770
H33 0.236 -3.171 -2.993
C21 -5.798 -4.032 0.597
N1 -4.807 -3.592 1.554
C22 -3.609 -3.068 1.240
N2 -3.344 -2.945 -0.079
S1 -2.495 -2.637 2.427
H34 -6.666 -4.399 1.137
H35 -5.420 -4.842 -0.031
H36 -6.133 -3.209 -0.040
H37 -4.961 -3.728 2.538
H38 -4.075 -3.001 -0.767
H39 -2.531 -2.403 -0.320
O9 2.649 0.259 3.086
S2 3.429 0.977 2.023
N3 2.780 1.144 0.721
Cl1 -1.769 0.133 -0.140
C23 -3.120 1.287 -0.212
Cl2 -4.593 0.556 -0.862
H40 -2.826 2.102 -0.862
H41 -3.320 1.627 0.796

Atomic partial charges in e from the Mulliken method, atoms 1 to 6: Rb 1.05; C -0.82; O -0.30; C 0.03; O -0.59; C 0.55



Record 6
ORCA calculation (ωB97M-V with the def2-TZVPD basis set) on a 2-piece molecular cluster, C4H9NO overall in a non-equilibrium geometry.

Results
Expectation value of S²   0.79
Relative energy (zero: lowest compared OMol25 entry of this formula, charge and spin)   0.0 kcal per mole
Spin multiplicity   2
HOMO (alpha / beta)   -13.62 / -15.31 eV
Max |F|   1.20 eV Å⁻¹
Charge   +1

Atoms and positions in Å:
N1 0.428 -1.903 1.292
C1 -0.575 -1.081 1.052
C2 -0.507 -0.076 0.090
C3 -1.579 0.750 -0.272
C4 -1.550 1.637 -1.299
H1 0.204 -2.854 1.565
H2 1.279 -1.798 0.744
H3 -1.487 -1.287 1.602
H4 0.436 -0.047 -0.421
H5 -2.447 0.662 0.383
H6 -2.430 2.237 -1.470
H7 -0.701 1.700 -1.973
H8 2.501 0.746 -1.061
H9 3.500 0.997 0.068
O1 2.928 0.316 -0.300

Atomic partial charges in e from the Mulliken method, atoms 1 to 6: N -0.29; C 0.01; C 0.12; C 0.06; C -0.74; H 0.30



Record 7
ORCA calculation (ωB97M-V with the def2-TZVPD basis set) on one molecule with the formula C2H2N2O2 in a non-equilibrium geometry.

Results
Relative energy (zero: lowest compared OMol25 entry of this formula, charge and spin)   59.0 kcal per mole
HOMO   -10.32 eV
Max |F|   9.23 eV Å⁻¹
SMILES   Oc1nnco1

Atoms and positions in Å:
O1 -1.916 -0.218 -0.033
C1 -0.624 0.146 -0.073
N1 0.033 1.222 0.052
N2 1.413 0.703 0.000
C2 1.448 -0.606 -0.084
O2 0.066 -1.057 0.088
H1 -2.548 0.630 0.090
H2 2.274 -1.147 0.051

Atomic partial charges in e from the Mulliken method, atoms 1 to 6: O -0.49; C 0.60; N -0.37; N -0.23; C -0.06; O -0.28



Record 8
ORCA calculation (ωB97M-V with the def2-TZVPD basis set) on one molecule with the formula C2H6N2O2 in a non-equilibrium geometry.

Results
Relative energy (zero: lowest compared OMol25 entry of this formula, charge and spin)   138.1 kcal per mole
HOMO (alpha / beta)   -9.20 / -8.52 eV
Max |F|   1.65 eV Å⁻¹

Atoms and positions in Å:
C1 1.539 0.684 0.032
N1 -0.897 0.383 -0.033
C2 0.400 -0.317 0.068
N2 -2.062 -0.323 0.123
O1 0.458 -1.371 -0.757
O2 0.383 -1.226 1.066
H1 -0.974 1.195 -0.631
H2 -1.899 -1.055 0.811
H3 -2.420 -0.711 -0.749
H4 2.472 0.129 0.106
H5 1.536 1.239 -0.907
H6 1.465 1.374 0.871

Atomic partial charges in e from the Mulliken method, atoms 1 to 6: C -1.32; N -0.09; C 1.15; N -0.63; O -0.44; O -0.47